A 3-piece molecular cluster, C2H6NO3 overall in a non-equilibrium geometry. Source: OMol25; level of theory: the ωB97M-V functional and the def2-TZVPD basis.

Structure (XYZ):
```
12
Properties=species:S:1:pos:R:3:lowdin_charge:R:1
O -1.44051 -0.96257 0.47704 -0.146
C -0.61431 -1.20227 -0.43620 -0.603
N 0.29862 -0.39810 -0.94345 -0.054
C 1.83499 1.08710 -1.94489 -0.290
O 2.85072 1.49300 -1.43386 -0.062
H -0.67888 -2.13411 -1.04583 0.069
H 1.03373 0.10618 -0.43700 -0.013
H 0.82015 1.56056 -2.05113 0.079
H 1.86815 0.11746 -2.55257 0.074
H -1.96124 0.71211 3.89608 0.021
H -1.64078 -0.28705 2.92825 0.017
O -2.37064 -0.09231 3.54355 -0.092
```

The total energy is -360.2469 Ha. The charge is -1. The spin multiplicity is 1. The HOMO energy comes out at -3.29 eV. The orbital gap is 7.2 eV.

A 2-piece molecular cluster, C3H10N2O2 overall in a non-equilibrium geometry. Source: OMol25; level of theory: the ωB97M-V functional and the def2-TZVPD basis.

Structure (XYZ):
```
17
Properties=species:S:1:pos:R:3:lowdin_charge:R:1
N -2.89277 1.35678 1.73010 -0.050
C -1.61264 0.72549 1.72563 -0.324
C -1.14967 0.51837 0.21605 -0.118
C 0.27882 -0.01229 0.27469 -0.512
N 0.68808 -0.71390 1.40999 0.103
O 1.01296 -0.02650 -0.74168 0.011
H -3.55869 0.78352 2.38210 0.111
H -3.28619 1.19971 0.75440 0.082
H -1.86817 -0.24645 2.17213 0.100
H -0.62253 1.20620 1.98092 0.120
H -1.78886 -0.14637 -0.33642 0.108
H -1.14610 1.46111 -0.35307 0.128
H 1.59044 -1.12861 1.11008 0.114
H -0.00839 -1.39018 1.83305 0.126
O 4.48762 -1.18533 -5.00167 -0.061
H 4.51296 -0.91733 -4.04222 0.066
H 5.36314 -1.48422 -5.11409 -0.005
```

The total energy is -380.2532 Ha. The spin multiplicity is 1. The HOMO energy comes out at -9.53 eV. As for the SMILES: NCCC(N)=O.O. The orbital gap is 10.1 eV.